11
Properties=species:S:1:pos:R:3 method="wB97M-V/def2-TZVPD" mol_weight_g_mol=108.53 de_lowest_kcal_mol=105.3 e_lumo_ev="-0.2 / -0.3" homo_ev="-9.00 / -8.38" homo_lumo_gap_ev="8.81 / 8.11" energy_ha=-723.96839
C 0.30061 0.31732 -0.09695
C -1.80623 -0.48079 0.01043
N 0.23246 0.73811 -1.23085
N 2.32325 0.40597 1.05744
O -0.51028 -0.38932 0.55174
Cl 3.31711 -0.60686 0.03642
H -1.81305 -0.59463 -1.04672
H -2.22515 0.58026 0.11495
H -2.45315 -1.18860 0.39957
H 0.78956 1.48530 -1.57016
H 1.84486 -0.26676 1.77413

***

70
Properties=species:S:1:pos:R:3 method="wB97M-V/def2-TZVPD" mol_weight_g_mol=750.47 de_lowest_kcal_mol=89.6 e_lumo_ev=2.6 homo_ev=-3.95 homo_lumo_gap_ev=6.52 total_charge=-1 energy_ha=-2619.34575
Tl -0.90764 0.08924 0.74904
Cl -3.07188 1.68475 2.16886
N 0.40410 2.45999 -0.11403
N 0.14880 -2.56045 0.40306
C -0.51202 3.02667 -0.82735
C -0.49690 -3.18485 -0.52024
C 1.18875 3.54476 0.55134
C 0.28641 4.77805 0.30673
C 2.51032 3.75106 -0.15561
C 1.40064 3.26521 2.03339
H 2.34059 4.19419 -1.14273
H 3.00879 2.79352 -0.28598
H 3.17021 4.41768 0.41043
H 0.45335 3.19898 2.58481
H 1.99234 4.06377 2.49653
H 1.94690 2.33383 2.19236
C 0.87813 -3.55197 1.25138
C 0.37112 -4.89530 0.68647
C 0.49398 -3.40618 2.71155
C 2.35859 -3.30294 1.02693
H 2.60006 -3.45505 -0.03016
H 3.01381 -3.93484 1.63671
H 2.55876 -2.25622 1.26517
H -0.58359 -3.56548 2.83198
H 0.73462 -2.41306 3.09127
H 1.02022 -4.15456 3.31568
O -0.45622 -4.52279 -0.47922
H -0.26768 -5.45054 1.39146
H 1.16620 -5.58436 0.36916
O -0.62350 4.35877 -0.77054
H 0.81415 5.67513 -0.04686
H -0.32742 5.03656 1.17921
C -1.55330 2.32405 -1.63842
C -1.41251 -2.54218 -1.49941
C -1.04910 -1.30660 -2.31218
H -2.27033 -2.17362 -0.87331
H -1.80319 -3.27233 -2.19517
C -1.12462 -0.11218 -1.60702
C -1.15064 1.07172 -2.38767
H -1.83631 1.20192 2.15104
C -0.88977 1.09645 -3.76594
C -0.57333 -0.12097 -4.41640
C -0.86801 2.34203 -4.60508
C -0.76925 -1.31923 -3.69139
H -0.35399 -0.15896 -5.48333
C -0.67766 -2.58123 -4.46584
H -0.31100 -2.45130 -5.47993
H -1.61933 -3.10613 -4.59880
H -0.01785 -3.34529 -4.02610
H -1.78921 2.92229 -4.64035
H -0.63408 2.21120 -5.66728
H -0.12375 3.08811 -4.28086
H -2.09118 3.03852 -2.29045
H -2.31983 1.95500 -0.89351
O -2.99637 -1.41486 3.22024
C -2.54521 -0.83392 4.17741
N -2.20834 0.56675 4.15129
S -0.70892 0.81101 4.65983
O 0.32720 0.21887 3.79038
O -0.50298 2.17582 5.03566
C -1.08915 -0.33307 5.95518
C -0.67864 -0.27854 7.29327
C -1.35912 -1.15850 8.16271
C -2.33099 -2.04124 7.71398
C -2.70515 -2.11315 6.37818
C -2.07444 -1.19255 5.52600
H 0.07649 0.40894 7.58787
H -1.10786 -1.12072 9.21419
H -2.84254 -2.69206 8.40720
H -3.43543 -2.74711 5.94058